{
  "formula": "C5H9N3O3S",
  "method": "wB97M-V/def2-TZVPD",
  "elements": ["C", "C", "C", "C", "C", "N", "N", "N", "O", "O", "O", "S", "H", "H", "H", "H", "H", "H", "H", "H", "H"],
  "coordinates": [[0.180, 0.668, 0.697], [1.051, 0.105, 1.583], [0.290, -0.731, -0.735], [1.520, 0.577, 2.994], [-0.704, 1.788, 0.335], [1.536, -1.092, 1.161], [1.173, -1.469, -0.007], [-0.681, -0.506, -3.212], [-0.749, -2.736, -1.975], [-2.347, -0.928, -1.425], [-2.051, 1.352, 0.196], [-1.016, -1.327, -1.782], [1.163, 1.566, 2.974], [1.186, 0.057, 3.855], [2.641, 0.557, 3.019], [-0.671, 2.523, 1.055], [-0.399, 2.267, -0.537], [1.502, -2.400, -0.236], [-1.368, 0.156, -3.525], [-0.340, -1.045, -3.998], [-1.916, 0.619, -0.434]],
  "charge": 0,
  "de_lowest_kcal_mol": 106.3,
  "e_homo_ev": -8.7,
  "total_energy_ev": -26773.9202
}